# 1
The following is a quantum chemistry calculation of an isolated molecule of C4H6N2O, from the Open Molecules 2025 dataset.

For the LUMO energy, the calculation gives 0.5 eV. Its highest occupied orbital energy is -8.3182 eV. As for the energy relative to the best compared isomer or geometry (same formula, charge and spin): 138.3 kcal/mol. The value obtained for the HOMO-LUMO gap is 8.82 eV. The value obtained for the total energy is -340.574543 hartree.

Each line ends with the Mulliken charge.
Element x y z (Å)
O (0.191, 3.643, 0.525)  -0.482
N (-0.132, -0.713, 0.685)  0.182
N (-0.630, 0.561, 0.949)  -0.657
C (0.191, -2.563, -0.642)  -0.654
C (-0.253, 1.439, 0.160)  0.395
C (0.059, -1.080, -0.559)  -0.353
C (-0.103, 2.626, -0.356)  -0.132
H (-0.569, -2.932, -1.342)  0.228
H (-0.450, 2.924, -1.343)  0.330
H (0.782, 3.324, 1.216)  0.306
H (-0.327, -1.331, 1.471)  0.358
H (1.161, -2.805, -1.083)  0.237
H (0.081, -3.093, 0.319)  0.243

***

# 2
The following is a quantum chemistry calculation of a structure of composition C27H44CeF6OP2, from the Open Molecules 2025 dataset.

For the LUMO energy (spin up / spin down), the calculation gives -2.4 / -2.4 eV. Its highest occupied orbital energy (spin up / spin down) is -9.2244 / -9.2194 eV. As for the energy relative to the best compared isomer or geometry (same formula, charge and spin): 52.3 kcal/mol. The value obtained for the HOMO-LUMO gap (spin up / spin down) is 6.83 / 6.83 eV. The value obtained for the total energy is -2887.209057 hartree. The spin multiplicity is 2. Its net charge is +1.

Each line ends with the Mulliken charge.
Element x y z (Å)
Ce (0.653, -0.698, 1.578)  -0.318
P (-0.380, 1.553, 0.995)  1.866
P (-2.633, 2.360, -0.603)  1.464
F (0.145, -4.334, 3.375)  -0.239
F (-2.079, -5.169, -0.087)  -0.275
F (0.666, -5.099, 1.396)  -0.213
F (-1.102, -5.879, 2.421)  -0.271
F (-2.385, -3.018, -0.437)  -0.249
F (-0.398, -3.878, -0.673)  -0.188
O (-0.520, -2.419, 1.577)  -0.140
C (-4.082, 1.651, -1.389)  -1.612
C (-0.280, 2.239, -4.129)  -0.676
C (-0.717, -0.280, -4.113)  -0.396
C (3.140, 0.138, 1.863)  0.201
C (-2.244, 1.588, 0.914)  -1.446
C (-0.364, 1.501, -1.448)  -0.944
C (-0.159, 0.823, -4.626)  -0.693
C (-0.689, 0.034, -1.580)  1.458
C (-2.545, -3.529, 2.346)  -2.051
C (-1.496, -0.388, -2.832)  -0.922
C (-0.384, -4.748, 2.184)  0.525
C (3.409, 1.124, 2.948)  -1.321
C (2.767, -0.756, -0.241)  0.807
C (3.338, -2.093, 3.218)  -1.338
C (-1.279, 2.569, -1.830)  0.295
C (2.923, -1.830, 0.676)  0.261
C (-3.079, 4.099, -0.295)  -1.460
C (0.044, 3.331, 1.127)  -1.783
C (3.136, -1.290, 1.978)  0.912
C (-1.524, -3.943, 0.089)  0.602
C (2.924, 0.464, 0.487)  0.978
C (2.922, -3.273, 0.308)  -1.276
C (2.693, -0.910, -1.724)  -1.621
C (-0.392, 1.140, 2.926)  -1.744
C (-1.565, 2.595, -3.348)  -1.301
C (-1.256, -3.607, 1.585)  1.021
C (3.057, 1.833, -0.090)  -1.677
H (-0.631, -1.230, -4.650)  0.405
H (0.610, 2.509, -3.539)  0.330
H (4.176, -2.794, 3.100)  0.420
H (0.276, 3.804, 0.165)  0.212
H (-2.676, 4.752, -1.081)  0.367
H (0.707, 1.730, -1.499)  0.139
H (-2.720, 4.453, 0.677)  0.448
H (-4.962, 2.167, -0.977)  0.551
H (-3.142, -2.692, 1.969)  0.323
H (-0.697, 0.098, 3.229)  0.226
H (3.435, -3.438, -0.647)  0.380
H (3.560, -1.450, 4.075)  0.284
H (2.392, 0.020, -2.221)  0.405
H (-1.230, 1.767, 3.258)  0.724
H (-4.169, 0.581, -1.164)  0.440
H (-2.626, 2.196, 1.751)  0.776
H (1.981, -1.696, -2.018)  0.363
H (3.669, -1.199, -2.149)  0.339
H (3.420, -3.883, 1.066)  0.333
H (-2.385, 1.926, -3.620)  0.383
H (-0.266, 2.902, -5.005)  0.522
H (0.935, 3.395, 1.766)  0.597
H (1.902, -3.655, 0.194)  0.030
H (-2.325, -3.365, 3.407)  0.449
H (2.949, 1.825, -1.177)  0.406
H (0.532, 1.439, 3.438)  0.519
H (-0.780, 3.862, 1.623)  0.544
H (-2.457, 0.150, -2.849)  0.263
H (-1.224, -0.388, -0.698)  -0.507
H (-4.173, 4.183, -0.320)  0.440
H (4.045, 2.261, 0.144)  0.519
H (2.495, 1.624, 3.302)  0.104
H (-2.699, 0.581, 0.970)  0.289
H (-1.880, 3.619, -3.620)  0.583
H (-3.091, -4.467, 2.219)  0.462
H (-0.843, 3.553, -1.580)  0.614
H (-4.091, 1.805, -2.473)  0.410
H (3.872, 0.640, 3.813)  0.399
H (2.313, 2.529, 0.316)  0.170
H (0.270, -0.503, -1.594)  -1.227
H (-1.745, -1.455, -2.692)  0.405
H (2.452, -2.701, 3.468)  0.179
H (0.467, 0.727, -5.523)  0.395
H (4.087, 1.915, 2.598)  0.347

***

# 3
The following is a quantum chemistry calculation of the ion C6H11N4 with charge +1, from the Open Molecules 2025 dataset.

For the LUMO energy (spin up / spin down), the calculation gives -4.4 / -4.4 eV. Its highest occupied orbital energy (spin up / spin down) is -12.4074 / -12.4075 eV. As for the energy relative to the best compared isomer or geometry (same formula, charge and spin): 122.6 kcal/mol. The value obtained for the HOMO-LUMO gap (spin up / spin down) is 8.01 / 8.01 eV. The value obtained for the total energy is -453.822887 hartree. As for the SMILES: [H]/N=N/C=C\C=N\C=[N+](C)C. Its net charge is +1.

Each line ends with the Mulliken charge.
Element x y z (Å)
N (0.711, 3.288, 0.695)  -0.643
N (-0.022, 0.675, -0.180)  -0.395
N (0.178, 2.765, -0.273)  0.529
N (0.012, -1.505, 0.865)  0.009
C (-0.226, -0.249, 0.703)  0.303
C (-0.098, 1.594, -2.249)  -0.565
C (0.730, -2.216, -0.060)  -1.086
C (-0.710, -2.170, 2.063)  -1.002
C (-0.088, 0.456, -1.556)  -0.036
C (0.173, 2.820, -1.590)  0.034
H (0.173, -2.729, -0.853)  0.321
H (-0.662, 0.133, 1.672)  0.301
H (-0.254, 1.587, -3.378)  0.308
H (0.257, 3.657, 1.498)  0.293
H (1.408, -2.918, 0.425)  0.353
H (0.000, 3.730, -2.218)  0.348
H (-0.414, -3.150, 2.279)  0.370
H (1.279, -1.481, -0.532)  0.464
H (-0.323, -1.597, 2.879)  0.445
H (-1.760, -2.267, 1.934)  0.327
H (-0.365, -0.423, -2.124)  0.320

***

# 4
The following is a quantum chemistry calculation of a cluster of 2 separate species, C3H7NO in total, from the Open Molecules 2025 dataset.

For the LUMO energy, the calculation gives 0.9 eV. Its highest occupied orbital energy is -9.6978 eV. As for the energy relative to the best compared isomer or geometry (same formula, charge and spin): 84.3 kcal/mol. The value obtained for the HOMO-LUMO gap is 10.63 eV. The value obtained for the total energy is -248.392147 hartree. As for the SMILES: C=NC.C=O.

Each line ends with the Mulliken charge.
Element x y z (Å)
O (1.615, -1.189, 0.958)  -0.401
N (-0.844, 0.156, -0.129)  -0.162
C (-2.047, -0.067, 0.354)  -0.337
C (-0.888, 1.023, -1.395)  -0.921
C (2.234, -0.199, 0.496)  0.068
H (-2.957, 0.401, -0.221)  0.194
H (-1.849, 0.993, -1.945)  0.438
H (-0.093, 0.552, -2.019)  0.229
H (3.231, 0.051, 0.595)  0.326
H (1.564, 0.337, -0.296)  0.012
H (-2.160, -0.438, 1.435)  0.253
H (-0.536, 1.982, -1.041)  0.301

***

# 5
The following is a quantum chemistry calculation of a structure of composition C15H26OP2Y, from the Open Molecules 2025 dataset.

For the LUMO energy, the calculation gives -4.3 eV. Its highest occupied orbital energy is -11.1504 eV. The value obtained for the HOMO-LUMO gap is 6.81 eV. The value obtained for the total energy is -1382.889753 hartree. Its net charge is +1.

Each line ends with the Mulliken charge.
Element x y z (Å)
Y (0.217, -0.030, -0.104)  -1.059
P (0.355, 2.444, -0.589)  1.183
P (0.483, -2.471, 0.370)  1.474
O (-2.706, -0.407, -1.719)  -0.230
C (0.406, -2.938, 2.069)  -1.177
C (-5.382, -0.838, 1.498)  -0.445
C (0.418, 3.486, 0.835)  -1.264
C (-6.558, -0.689, 2.217)  -0.518
C (-5.443, -1.441, 4.233)  -0.531
C (-4.256, -1.597, 3.532)  -0.432
C (-1.871, -1.214, 0.915)  -1.198
C (2.164, -2.778, -0.213)  -1.196
C (1.953, 2.569, -1.426)  -1.290
C (-0.607, -3.506, -0.575)  -1.274
C (-6.599, -0.990, 3.583)  -0.400
C (-0.876, 3.059, -1.711)  -1.342
C (-4.204, -1.296, 2.144)  0.374
C (-2.967, -1.343, 1.436)  0.893
C (-1.723, -0.252, -1.080)  0.336
H (-1.866, 3.030, -1.242)  0.356
H (-7.452, -0.327, 1.711)  0.377
H (0.708, -3.983, 2.109)  0.465
H (-0.551, 3.489, 1.345)  0.381
H (-0.554, -3.276, -1.645)  0.321
H (2.089, 3.630, -1.641)  0.425
H (0.657, 4.485, 0.474)  0.416
H (-0.597, 4.088, -1.940)  0.433
H (-1.640, -3.372, -0.246)  0.308
H (-3.347, -1.923, 4.036)  0.374
H (1.064, -0.296, -1.581)  -0.031
H (2.887, -2.170, 0.345)  0.367
H (1.183, 3.143, 1.542)  0.348
H (2.340, -3.839, -0.033)  0.413
H (-0.699, -0.239, 1.582)  0.372
H (2.264, -2.548, -1.279)  0.396
H (-5.335, -0.582, 0.441)  0.410
H (-7.526, -0.863, 4.142)  0.385
H (-0.918, 2.464, -2.632)  0.371
H (-0.279, -4.530, -0.395)  0.465
H (1.083, -2.328, 2.678)  0.339
H (-0.609, -2.820, 2.450)  0.244
H (-0.693, 0.849, 1.282)  0.022
H (1.963, 1.987, -2.354)  0.393
H (-5.471, -1.664, 5.298)  0.380
H (2.762, 2.204, -0.779)  0.365

***

# 6
The following is a quantum chemistry calculation of an isolated molecule of C6H7N, from the Open Molecules 2025 dataset.

For the LUMO energy, the calculation gives 1.0 eV. Its highest occupied orbital energy is -7.9313 eV. As for the energy relative to the best compared isomer or geometry (same formula, charge and spin): 125.4 kcal/mol. The value obtained for the HOMO-LUMO gap is 8.90 eV. The value obtained for the total energy is -287.387339 hartree. As for the SMILES: C[C@H]1C=C1C=C=N.

Each line ends with the Mulliken charge.
Element x y z (Å)
N (3.817, 0.391, -0.127)  -0.480
C (2.778, -0.257, 0.039)  0.539
C (-1.866, -0.403, 0.031)  -1.018
C (0.660, -0.273, -0.251)  0.490
C (-0.623, 0.158, -0.682)  -0.074
C (1.754, -1.119, 0.026)  -0.867
C (0.529, 1.012, -0.106)  -0.630
H (-1.942, -0.004, 1.076)  0.270
H (-0.797, 0.110, -1.719)  0.299
H (-1.660, -1.428, -0.089)  0.314
H (0.722, 2.093, -0.093)  0.362
H (4.304, 0.990, 0.451)  0.260
H (1.765, -2.154, 0.460)  0.271
H (-2.815, 0.044, -0.492)  0.263

***

# 7
The following is a quantum chemistry calculation of an isolated molecule of C18H21FN2O2S, from the Open Molecules 2025 dataset.

For the LUMO energy, the calculation gives 0.6 eV. Its highest occupied orbital energy is -9.0103 eV. As for the energy relative to the best compared isomer or geometry (same formula, charge and spin): 2.3 kcal/mol. The value obtained for the HOMO-LUMO gap is 9.65 eV. The value obtained for the total energy is -1456.536530 hartree. As for the SMILES: O=S(=O)(c1ccc(F)cc1)N1CCN(CCc2ccccc2)CC1.

Each line ends with the Mulliken charge.
Element x y z (Å)
S (-3.579, -1.754, -0.134)  1.340
F (-6.565, 3.281, 0.167)  -0.314
O (-3.968, -2.587, 0.964)  -0.741
O (-3.666, -2.288, -1.464)  -0.702
N (-2.038, -1.171, 0.197)  0.124
N (0.758, -0.777, 0.060)  0.118
C (6.531, -0.385, 0.025)  -0.597
C (-1.124, -2.164, 0.725)  -0.753
C (2.881, 0.105, -0.858)  -0.916
C (-4.505, -0.222, -0.062)  -0.358
C (6.926, 0.909, 0.319)  -0.408
C (6.012, 1.944, 0.219)  -0.594
C (-4.562, 0.449, 1.145)  -0.312
C (-5.135, 0.265, -1.192)  0.011
C (-5.261, 1.640, 1.230)  -0.666
C (-5.887, 2.122, 0.091)  0.415
C (0.149, -1.462, 1.186)  -0.741
C (4.304, 0.391, -0.472)  0.230
C (-5.839, 1.455, -1.122)  -0.652
C (-1.452, -0.472, -0.924)  -0.713
C (5.228, -0.641, -0.365)  -0.265
C (4.711, 1.685, -0.172)  -0.305
C (2.054, -0.213, 0.395)  -0.749
C (-0.165, 0.210, -0.468)  -0.695
H (-2.173, 0.269, -1.276)  0.442
H (2.597, -0.961, 0.978)  0.501
H (-0.415, 0.973, 0.293)  0.252
H (2.463, 0.967, -1.378)  0.435
H (-6.345, 1.866, -1.981)  0.441
H (1.961, 0.694, 1.018)  0.279
H (-4.064, 0.023, 2.000)  0.426
H (2.833, -0.759, -1.522)  0.403
H (-0.101, -0.760, 2.002)  0.333
H (0.851, -2.206, 1.567)  0.420
H (-5.067, -0.301, -2.108)  0.492
H (0.294, 0.706, -1.324)  0.424
H (-1.233, -1.171, -1.742)  0.290
H (4.002, 2.497, -0.252)  0.359
H (-0.871, -2.905, -0.046)  0.344
H (-1.626, -2.663, 1.553)  0.467
H (6.315, 2.956, 0.446)  0.367
H (7.943, 1.110, 0.623)  0.372
H (-5.331, 2.193, 2.154)  0.437
H (7.239, -1.197, 0.099)  0.372
H (4.923, -1.652, -0.596)  0.388

***

# 8
The following is a quantum chemistry calculation of an isolated molecule of C3H4FP, from the Open Molecules 2025 dataset.

For the LUMO energy, the calculation gives 0.9 eV. Its highest occupied orbital energy is -8.4358 eV. As for the energy relative to the best compared isomer or geometry (same formula, charge and spin): 9.0 kcal/mol. The value obtained for the HOMO-LUMO gap is 9.34 eV. The value obtained for the total energy is -557.868307 hartree. As for the SMILES: CC1=P(F)=C1.

Each line ends with the Mulliken charge.
Element x y z (Å)
P (-2.054, -0.306, -0.529)  0.167
F (-2.549, 0.945, 0.434)  -0.297
C (-0.757, -1.006, 0.627)  -0.228
C (1.276, 0.442, -0.416)  -0.847
C (0.062, -0.246, -0.030)  -0.004
H (1.697, -0.001, -1.318)  0.267
H (-0.752, -1.696, 1.449)  0.400
H (2.005, 0.372, 0.395)  0.272
H (1.070, 1.494, -0.612)  0.270